#1
This record from OMol25 describes a cluster of 2 separate species, C2H6S2 in total. The level of theory is ωB97M-V/def2-TZVPD.

Structure (XYZ):
```
10
Properties=species:S:1:pos:R:3
C -1.577 1.967 -0.793
C 1.464 -1.953 0.866
S -1.329 0.615 0.335
S 1.363 -0.832 -0.548
H -0.714 1.817 -1.380
H -1.617 2.996 -0.250
H -2.378 1.894 -1.519
H 2.576 -2.099 1.072
H 1.376 -2.955 0.591
H 0.837 -1.450 1.625
```

Gap between HOMO and LUMO (alpha / beta), Ha: 0.2166 / 0.2229
Lowest unoccupied orbital energy (alpha / beta), eV: -2.791 / -2.786



#2
This record from OMol25 describes an isolated molecule of C2H6S2. The level of theory is ωB97M-V/def2-TZVPD.

Structure (XYZ):
```
10
Properties=species:S:1:pos:R:3
S 1.148 -2.263 -0.295
S 1.182 -0.410 -1.256
C -0.458 0.793 0.697
C -0.404 0.333 -0.723
H 1.791 -1.899 0.808
H -1.441 1.236 0.849
H -0.358 -0.125 1.366
H 0.352 1.497 0.853
H -1.195 -0.379 -0.922
H -0.617 1.216 -1.377
```

Gap between HOMO and LUMO, Ha: 0.3575
Lowest unoccupied orbital energy, eV: 0.531



What should be chosen as the least stable of them? Choose #1.



#1
This record from OMol25 describes a cluster of 4 separate species, CH11N2O3 in total. The level of theory is ωB97M-V/def2-TZVPD.

Structure (XYZ):
```
17
Properties=species:S:1:pos:R:3
N -1.190 -0.170 -0.289
C -0.924 -0.445 -1.558
N 0.119 0.033 -2.170
H -0.472 0.139 0.363
H -1.990 -0.617 0.172
H -1.787 -0.843 -2.071
H 0.176 -0.091 -3.166
H 0.903 0.525 -1.625
H -2.018 -0.864 2.809
H -2.591 -2.111 2.005
O -2.230 -1.213 1.935
H 2.349 2.158 -1.210
H 2.114 1.114 0.066
O 1.832 1.443 -0.815
H 2.129 1.080 1.931
H 1.949 -0.466 2.042
O 1.632 0.328 1.582
```

Gap between HOMO and LUMO, Ha: 0.4322
Lowest unoccupied orbital energy, eV: -2.787
Charge: +1



#2
This record from OMol25 describes a cluster of 4 separate species, CH11N2O3 in total. The level of theory is ωB97M-V/def2-TZVPD.

Structure (XYZ):
```
17
Properties=species:S:1:pos:R:3
N -1.061 0.032 -0.124
C 0.021 -0.150 -0.818
N 1.194 -0.520 -0.370
H -1.156 0.130 0.897
H -1.895 0.295 -0.625
H 0.182 0.338 -1.779
H 2.030 -0.651 -0.915
H 1.314 -0.727 0.608
H -3.302 -0.760 -3.043
H -2.060 -0.342 -3.844
O -2.413 -0.413 -2.941
H -1.427 1.518 3.176
H -0.253 0.694 2.662
O -0.982 1.256 2.375
H 3.718 -0.842 1.070
H 3.726 0.077 2.275
O 3.151 -0.272 1.595
```

Gap between HOMO and LUMO, Ha: 0.4461
Lowest unoccupied orbital energy, eV: -2.960
Charge: +1



What should be chosen as the least stable of them? Choose #2.



#1
This record from OMol25 describes a structure of composition C12H10AuCl3GeN3O. The level of theory is ωB97M-V/def2-TZVPD.

Structure (XYZ):
```
31
Properties=species:S:1:pos:R:3
Au -0.027 -0.849 -0.024
O -1.262 3.135 0.140
C -1.267 1.943 0.084
N -0.018 1.241 0.074
C 1.211 1.936 0.210
C 2.392 1.015 0.044
C 3.675 1.513 0.038
C 4.734 0.632 -0.124
C 4.476 -0.720 -0.277
C 3.167 -1.153 -0.251
N 2.145 -0.298 -0.090
C -2.458 1.069 0.000
C -3.722 1.616 0.032
C -4.810 0.758 -0.079
C -4.584 -0.598 -0.220
C -3.279 -1.076 -0.232
N -2.236 -0.255 -0.122
H 1.218 2.430 1.197
H 1.229 2.771 -0.504
H 3.846 2.577 0.149
H 5.751 1.001 -0.132
H 5.274 -1.436 -0.410
H 2.920 -2.200 -0.355
H -3.835 2.686 0.136
H -5.818 1.148 -0.060
H -5.405 -1.295 -0.320
H -3.070 -2.131 -0.334
Cl -0.021 -4.045 -1.672
Ge -0.060 -3.401 0.343
Cl 1.651 -4.011 1.416
Cl -1.818 -4.002 1.343
```

Gap between HOMO and LUMO (alpha / beta), Ha: 0.2959 / 0.1971
Lowest unoccupied orbital energy (alpha / beta), eV: -7.286 / -11.350
Charge: +2
Multiplicity: 4



#2
This record from OMol25 describes a structure of composition C12H10AuCl3GeN3O. The level of theory is ωB97M-V/def2-TZVPD.

Structure (XYZ):
```
31
Properties=species:S:1:pos:R:3
Au -0.930 -0.045 0.275
O 2.560 -1.326 -1.577
C 1.485 -1.288 -1.058
N 0.921 -0.023 -0.714
C 1.460 1.226 -1.109
C 0.568 2.368 -0.682
C 0.977 3.675 -0.821
C 0.112 4.693 -0.441
C -1.140 4.373 0.060
C -1.487 3.044 0.181
N -0.648 2.063 -0.191
C 0.623 -2.446 -0.705
C 1.071 -3.731 -0.906
C 0.228 -4.783 -0.564
C -1.024 -4.504 -0.049
C -1.411 -3.183 0.125
N -0.603 -2.173 -0.203
H 1.601 1.206 -2.203
H 2.483 1.318 -0.712
H 1.958 3.897 -1.221
H 0.416 5.726 -0.539
H -1.841 5.139 0.360
H -2.449 2.744 0.572
H 2.059 -3.893 -1.317
H 0.551 -5.807 -0.700
H -1.708 -5.296 0.223
H -2.383 -2.928 0.525
Cl -0.167 -1.912 3.458
Ge -0.931 -0.022 2.896
Cl -2.812 0.361 3.754
Cl 0.462 1.528 3.284
```

Gap between HOMO and LUMO (alpha / beta), Ha: 0.2880 / 0.2281
Lowest unoccupied orbital energy (alpha / beta), eV: -7.425 / -10.710
Charge: +2
Multiplicity: 4



What should be chosen as the least stable of them? Choose #1.



#1
This record from OMol25 describes a cluster of 3 separate species, CH7NO2 in total. The level of theory is ωB97M-V/def2-TZVPD.

Structure (XYZ):
```
11
Properties=species:S:1:pos:R:3
C -2.564 0.075 -0.433
N -2.555 0.008 -1.709
H -3.128 -0.626 0.174
H -2.237 1.023 -0.012
H -1.922 0.747 -2.020
H 1.418 -0.061 -0.600
H 1.529 0.059 -2.154
O 1.997 0.226 -1.330
H 2.352 0.294 2.768
H 2.881 -1.138 2.889
O 2.229 -0.609 2.426
```

Gap between HOMO and LUMO, Ha: 0.4053
Lowest unoccupied orbital energy, eV: 0.691



#2
This record from OMol25 describes a cluster of 3 separate species, CH7NO2 in total. The level of theory is ωB97M-V/def2-TZVPD.

Structure (XYZ):
```
11
Properties=species:S:1:pos:R:3
C 0.113 0.667 -1.508
N 1.235 0.196 -1.163
H -0.803 0.161 -1.215
H 0.004 1.591 -2.078
H 1.997 0.779 -1.502
H 0.758 -2.189 1.167
H 0.882 -0.892 0.335
O 0.450 -1.283 1.112
H -1.061 -0.160 1.253
H -1.411 1.240 1.756
O -1.705 0.554 1.147
```

Gap between HOMO and LUMO, Ha: 0.4295
Lowest unoccupied orbital energy, eV: 0.993



What should be chosen as the least stable of them? Choose #1.



#1
This record from OMol25 describes a cluster of 6 separate species, C5H20O5 in total. The level of theory is ωB97M-V/def2-TZVPD.

Structure (XYZ):
```
30
Properties=species:S:1:pos:R:3
C -0.394 -1.589 0.796
C 0.054 -0.233 1.302
C 0.931 0.545 0.332
C 1.835 -0.073 -0.443
C 0.623 2.047 0.217
H -0.866 -1.518 -0.178
H 0.488 -2.226 0.740
H -1.086 -2.175 1.455
H -0.808 0.486 1.537
H 0.608 -0.180 2.269
H 2.592 0.332 -1.116
H 1.961 -1.165 -0.397
H -0.468 2.289 0.497
H 1.266 2.573 0.913
H 0.670 2.308 -0.843
H -2.390 3.747 1.196
H -2.937 3.440 -0.234
O -2.204 3.287 0.372
H 3.052 0.546 3.061
H 2.321 -0.225 4.100
O 3.161 -0.238 3.612
H -0.904 -3.972 -1.278
H -0.672 -2.904 -2.296
O -1.182 -3.729 -2.170
H 0.610 -0.724 -2.766
H -0.762 -0.393 -2.288
O -0.177 -1.153 -2.415
H -2.456 0.471 -1.097
H -1.741 1.802 -0.868
O -1.693 0.987 -1.382
```

Gap between HOMO and LUMO, Ha: 0.3308
Lowest unoccupied orbital energy, eV: -0.016



#2
This record from OMol25 describes a cluster of 5 separate species, C5H20O5 in total. The level of theory is ωB97M-V/def2-TZVPD.

Structure (XYZ):
```
30
Properties=species:S:1:pos:R:3
C 1.082 -3.038 -1.811
O 1.900 -1.922 -1.731
H 0.735 -3.469 -0.755
H 1.739 -3.850 -2.146
H 0.266 -2.822 -2.410
H 2.781 -2.159 -2.063
C -3.166 -0.256 2.115
O -4.525 0.061 2.497
H -2.583 -0.584 2.985
H -2.426 0.822 1.980
H -2.759 -0.908 1.288
H -4.533 0.815 3.031
C 0.805 -0.776 3.824
O 1.675 -1.909 3.665
H 1.183 0.089 4.293
H -0.102 -1.064 4.343
H 0.302 -0.347 2.926
H 1.262 -2.633 3.160
C -0.120 0.749 -0.325
O 0.424 0.383 -1.513
H -0.947 0.227 0.070
H -0.387 1.796 -0.487
H 0.694 0.975 0.535
H 1.005 -0.324 -1.577
C 1.018 3.522 -3.925
O 0.459 3.172 -2.662
H 1.678 2.779 -4.443
H 1.735 4.502 -3.670
H 0.244 3.895 -4.577
H 0.563 2.273 -2.615
```

Gap between HOMO and LUMO, Ha: 0.3746
Lowest unoccupied orbital energy, eV: 0.336



What should be chosen as the least stable of them? Choose #2.



#1
This record from OMol25 describes an isolated molecule of C2H6O. The level of theory is ωB97M-V/def2-TZVPD.

Structure (XYZ):
```
9
Properties=species:S:1:pos:R:3
C -1.171 0.190 0.001
C 1.172 0.199 -0.003
H -1.222 0.870 0.876
H -2.034 -0.466 0.034
H -1.259 0.806 -0.899
H 1.204 0.894 -0.873
H 1.993 -0.495 -0.085
H 1.304 0.750 0.962
O 0.001 -0.586 0.000
```

Gap between HOMO and LUMO, Ha: 0.4060
Lowest unoccupied orbital energy, eV: 1.140



#2
This record from OMol25 describes an isolated molecule of C2H6O. The level of theory is ωB97M-V/def2-TZVPD.

Structure (XYZ):
```
9
Properties=species:S:1:pos:R:3
C -0.960 -0.509 0.109
C 0.727 1.136 0.048
O 0.484 -0.491 0.218
H -1.308 -0.048 1.031
H -1.289 0.128 -0.717
H -1.281 -1.545 0.004
H 1.564 1.253 0.744
H 1.142 1.109 -0.975
H 0.922 -1.035 -0.463
```

Gap between HOMO and LUMO, Ha: 0.2887
Lowest unoccupied orbital energy, eV: 0.491



What should be chosen as the least stable of them? Choose #2.